1.
DFT (ωB97M-V/def2-TZVPD) results for a structure of composition C22H23BrClIN4O8Zr.

* energy relative to the best compared isomer or geometry (same formula, charge and spin): 254.0 kJ/mol
* calculated total energy: -137456.1618 eV
* Kohn-Sham gap: 7.967 eV
* total charge: +2

XYZ file:
```
61
Properties=species:S:1:pos:R:3:nbo_charge:R:1
Zr -0.09 0.12 0.14 2.038
C -4.34 0.67 -0.99 -0.648
C -3.70 1.54 0.06 0.207
N -4.48 2.15 0.94 -0.354
C -3.92 3.02 1.81 0.020
C -2.59 3.32 1.85 -0.042
C -2.07 4.35 2.83 -0.090
O -1.31 5.38 2.20 -0.726
C -1.73 2.63 0.97 -0.174
C -0.32 3.02 0.81 0.225
N 0.53 2.25 0.23 -0.601
C 1.87 2.68 -0.08 0.137
C 2.62 3.47 0.77 -0.234
C 3.92 3.82 0.42 -0.179
C 4.47 3.37 -0.78 -0.166
C 3.71 2.58 -1.64 -0.207
C 2.43 2.23 -1.27 -0.174
I 1.27 1.05 -2.56 0.413
C -2.30 1.71 0.09 0.292
O -1.55 1.00 -0.79 -0.812
H -5.41 0.61 -0.80 0.256
H -3.90 -0.33 -1.02 0.210
H -4.18 1.11 -1.98 0.249
H -4.61 3.51 2.49 0.219
H -1.40 3.88 3.55 0.182
H -2.90 4.76 3.40 0.206
H -1.90 6.04 1.83 0.492
H -0.04 4.02 1.11 0.253
H 2.19 3.82 1.70 0.229
H 4.51 4.44 1.08 0.244
H 5.48 3.65 -1.06 0.249
H 4.13 2.24 -2.58 0.250
O -4.67 -4.22 1.17 -0.601
C -3.81 -3.21 1.09 0.401
C -3.62 -2.27 2.10 -0.307
C -2.70 -1.28 1.90 0.095
N -1.97 -1.17 0.77 -0.607
C -2.18 -2.09 -0.16 0.181
Br -1.09 -1.89 -1.71 0.282
C -3.06 -3.12 -0.08 -0.272
H -5.16 -4.23 2.00 0.508
H -4.18 -2.30 3.02 0.253
H -2.53 -0.52 2.65 0.222
H -3.19 -3.84 -0.88 0.271
O 2.14 -2.53 -0.72 -0.682
Cl 1.94 -1.80 0.47 2.505
O 2.82 -2.11 1.53 -0.695
O 0.49 -1.87 0.91 -0.842
O 2.00 -0.30 0.16 -0.879
C 2.85 0.55 3.07 -0.432
N 1.66 0.70 3.92 -0.321
C 1.86 0.82 5.38 -0.413
C 0.45 0.63 3.45 0.569
O 0.17 0.46 2.24 -0.772
H 3.37 -0.37 3.34 0.242
H 3.51 1.40 3.25 0.228
H 2.57 0.52 2.03 0.236
H 2.70 1.48 5.57 0.234
H 2.08 -0.16 5.81 0.232
H 0.97 1.23 5.86 0.226
H -0.35 0.71 4.18 0.173
```

2.
DFT (ωB97M-V/def2-TZVPD) results for a structure of composition C41H29AsBr2F5NO3PdSSe.

* energy relative to the best compared isomer or geometry (same formula, charge and spin): 0.0 kJ/mol
* calculated total energy: -344776.2678 eV
* <S²>: 6.05
* Kohn-Sham gap (alpha / beta): 7.672 / 6.200 eV
* spin multiplicity: 5
* total charge: +2

XYZ file:
```
85
Properties=species:S:1:pos:R:3:mulliken_spin:R:1
Pd -0.49 0.53 0.35 1.422
Br 0.99 1.42 5.32 0.055
C 2.00 0.71 3.95 0.139
C 3.30 0.29 4.16 -0.075
C 4.06 -0.24 3.13 0.223
Br 5.80 -0.80 3.50 0.061
C 3.53 -0.38 1.80 0.065
C 4.23 -0.93 0.71 0.039
C 3.60 -1.05 -0.50 0.009
C 2.28 -0.61 -0.63 -0.015
N 1.62 -0.06 0.37 0.159
C 2.22 0.04 1.57 0.090
C 1.39 0.59 2.65 0.144
O 0.20 0.92 2.44 0.320
H 3.74 0.37 5.15 0.017
H 5.25 -1.27 0.84 0.004
H 4.10 -1.48 -1.35 0.000
H 1.75 -0.69 -1.57 -0.011
C 6.08 2.74 1.31 -0.004
C 4.60 2.97 1.21 -0.007
C 3.94 2.82 -0.01 0.003
C 2.58 3.06 -0.11 -0.012
C 1.87 3.45 1.02 0.003
C 2.51 3.59 2.25 0.006
C 3.87 3.36 2.33 0.015
S 0.11 3.70 0.94 0.002
C 0.07 5.21 -0.01 0.007
O -0.41 2.66 -0.06 0.062
H 6.49 2.32 0.40 0.001
H 6.32 2.08 2.14 0.001
H 6.60 3.69 1.50 0.000
H 4.50 2.53 -0.89 0.000
H 2.06 2.93 -1.05 0.008
H 1.94 3.89 3.13 -0.002
H 4.38 3.49 3.28 -0.003
H 0.49 5.01 -1.00 0.000
H 0.65 5.96 0.52 0.002
H -0.98 5.51 -0.09 0.000
F -6.61 -1.92 -0.72 0.010
C -5.44 -1.45 -1.06 0.090
C -4.91 -0.36 -0.37 -0.013
F -5.59 0.19 0.62 -0.002
C -3.67 0.11 -0.73 0.006
F -3.15 1.15 -0.06 0.012
C -2.93 -0.46 -1.76 0.005
Se -1.22 0.14 -2.16 1.072
C -3.49 -1.54 -2.45 0.021
F -2.82 -2.13 -3.42 0.006
C -4.73 -2.04 -2.10 -0.026
F -5.25 -3.06 -2.75 -0.002
O -0.93 -1.56 0.18 0.065
As -1.49 -2.76 1.23 0.012
C -2.76 -3.77 0.24 0.009
C -2.42 -4.19 -1.05 0.009
C -3.36 -4.89 -1.79 0.000
C -4.61 -5.16 -1.26 -0.002
C -4.94 -4.73 0.01 0.004
C -4.01 -4.03 0.78 -0.004
C -2.29 -2.10 2.83 -0.011
C -2.81 -0.81 2.91 -0.017
C -3.39 -0.37 4.09 -0.001
C -3.47 -1.22 5.18 0.000
C -2.96 -2.51 5.10 0.000
C -2.36 -2.96 3.93 -0.002
C 0.01 -3.81 1.79 0.011
C 0.92 -3.23 2.67 0.026
C 2.04 -3.94 3.07 0.005
C 2.24 -5.24 2.59 0.001
C 1.32 -5.82 1.73 0.000
C 0.20 -5.11 1.33 0.000
H -1.45 -3.96 -1.46 0.000
H -3.11 -5.22 -2.80 0.000
H -5.34 -5.70 -1.85 0.000
H -5.92 -4.94 0.42 0.001
H -4.27 -3.69 1.77 0.001
H -2.78 -0.16 2.06 0.020
H -3.80 0.63 4.15 0.000
H -3.93 -0.88 6.10 0.000
H -3.02 -3.18 5.96 0.000
H -1.95 -3.96 3.88 0.000
H 0.74 -2.23 3.06 -0.027
H 2.74 -3.50 3.76 -0.004
H 3.10 -5.80 2.91 0.000
H 1.47 -6.83 1.38 0.000
H -0.53 -5.56 0.66 0.000
```

3.
DFT (ωB97M-V/def2-TZVPD) results for a cluster of 5 separate species, C24H44FN8 in total.

* calculated total energy: -40216.7400 eV
* Kohn-Sham gap: 10.169 eV
* total charge: +3

XYZ file:
```
77
Properties=species:S:1:pos:R:3:mulliken_charge:R:1
F -0.03 1.32 -2.01 -0.752
C -2.80 1.37 1.66 -1.143
C -2.43 2.70 1.06 -0.550
N -2.97 2.97 -0.32 0.131
C -4.27 3.46 -0.60 -0.422
C -4.30 3.59 -1.92 -0.495
N -3.15 2.99 -2.44 0.250
C -2.33 2.68 -1.39 0.086
C -2.85 2.90 -3.91 -0.825
H -3.86 1.17 1.79 0.374
H -2.39 1.31 2.66 0.391
H -2.48 0.50 1.11 0.313
H -1.35 2.67 0.91 0.189
H -2.70 3.55 1.62 0.448
H -4.94 3.86 0.18 0.393
H -5.13 3.91 -2.47 0.465
H -1.37 2.16 -1.59 0.415
H -3.58 2.23 -4.35 0.345
H -1.88 2.42 -4.10 0.220
H -2.96 3.92 -4.31 0.388
C -2.94 -2.61 -2.49 -1.208
C -2.86 -1.20 -3.09 -0.186
N -1.83 -1.04 -4.13 0.349
C -1.90 -1.50 -5.44 -0.438
C -0.71 -1.17 -6.03 -0.298
N 0.04 -0.61 -5.04 0.094
C -0.68 -0.47 -3.89 -0.490
C 1.39 -0.06 -5.17 -0.686
H -3.77 -2.56 -1.73 0.375
H -2.12 -3.06 -1.93 0.326
H -3.30 -3.28 -3.28 0.351
H -2.51 -0.51 -2.33 0.026
H -3.90 -0.99 -3.43 0.330
H -2.74 -2.08 -5.81 0.451
H -0.18 -1.31 -6.95 0.453
H -0.34 0.11 -3.04 0.563
H 1.43 1.02 -5.03 0.299
H 1.69 -0.24 -6.20 0.290
H 2.08 -0.60 -4.50 0.300
C 2.93 -4.04 4.93 -1.194
C 1.89 -3.46 5.87 -0.311
N 0.50 -3.74 5.56 0.114
C 0.06 -4.95 5.17 -0.357
C -1.29 -4.90 5.03 -0.373
N -1.67 -3.63 5.39 0.085
C -0.54 -2.93 5.64 -0.159
C -3.02 -3.04 5.40 -0.852
H 2.61 -4.37 3.95 0.401
H 3.14 -4.94 5.45 0.398
H 3.76 -3.34 4.85 0.296
H 1.89 -2.39 6.00 0.319
H 2.03 -3.93 6.79 0.356
H 0.68 -5.85 5.10 0.418
H -1.98 -5.66 4.80 0.469
H -0.42 -1.90 5.90 0.376
H -3.76 -3.85 5.42 0.327
H -3.14 -2.45 4.52 0.330
H -3.18 -2.54 6.38 0.358
C 6.98 1.51 0.40 -0.955
C 5.67 1.83 1.10 -0.780
N 4.54 2.02 0.19 0.118
C 3.83 0.93 -0.25 -0.377
C 2.77 1.42 -0.97 -0.423
N 2.86 2.79 -0.95 0.200
C 3.97 3.10 -0.30 0.005
C 1.81 3.74 -1.42 -0.713
H 7.05 0.59 -0.22 0.323
H 7.75 1.38 1.17 0.357
H 7.35 2.42 -0.14 0.317
H 5.69 2.74 1.67 0.388
H 5.24 1.11 1.77 0.428
H 4.19 -0.04 -0.05 0.530
H 1.85 0.90 -1.40 0.213
H 4.31 4.13 -0.20 0.434
H 2.26 4.58 -1.97 0.374
H 1.28 4.13 -0.58 0.345
H 1.02 3.15 -2.05 0.092
```

4.
DFT (ωB97M-V/def2-TZVPD) results for a structure of composition H6O3Rb.

* energy relative to the best compared isomer or geometry (same formula, charge and spin): 17.5 kJ/mol
* calculated total energy: -6890.7038 eV
* Kohn-Sham gap: 12.286 eV
* total charge: +1

XYZ file:
```
10
Properties=species:S:1:pos:R:3:nbo_charge:R:1
Rb -0.05 0.51 0.41 0.992
O 0.87 -0.72 -2.10 -0.961
H 0.22 -0.64 -2.82 0.491
H 0.66 -1.55 -1.67 0.473
O 2.42 -0.37 1.79 -0.983
H 3.18 -0.66 1.26 0.494
H 2.79 0.22 2.46 0.492
O -2.97 1.09 0.20 -0.986
H -3.50 0.76 0.94 0.490
H -3.61 1.37 -0.46 0.498
```

5.
DFT (ωB97M-V/def2-TZVPD) results for a structure of composition C40H36Cl5FN2O4TeV.

* energy relative to the best compared isomer or geometry (same formula, charge and spin): 253.8 kJ/mol
* calculated total energy: -151547.9803 eV
* <S²>: 2.04
* Kohn-Sham gap (alpha / beta): 5.554 / 7.157 eV
* spin multiplicity: 3
* total charge: -1

XYZ file:
```
90
Properties=species:S:1:pos:R:3:mulliken_spin:R:1
V 0.79 -1.79 -1.77 1.893
C 0.47 6.13 -0.13 0.000
C 0.67 5.63 -1.56 0.000
C 1.64 6.51 -2.35 0.000
C 3.03 6.46 -1.74 0.000
C 3.46 5.05 -1.44 0.000
C 4.80 4.76 -1.27 0.000
C 5.20 3.47 -0.96 0.000
F 6.52 3.23 -0.77 0.000
C 4.30 2.44 -0.85 0.000
C 2.94 2.69 -1.06 -0.006
C 1.98 1.56 -1.05 0.025
O 2.29 0.41 -0.70 0.010
C 0.67 1.93 -1.55 0.020
C 0.33 3.23 -1.73 -0.002
N 1.17 4.26 -1.54 0.000
C 2.52 4.01 -1.34 0.000
C -0.31 0.89 -1.98 -0.105
O -1.30 1.23 -2.64 0.020
O -0.05 -0.31 -1.64 0.074
H 0.15 7.17 -0.15 0.000
H 1.39 6.05 0.44 0.000
H -0.29 5.54 0.37 0.000
H -0.30 5.61 -2.06 0.000
H 1.26 7.54 -2.36 0.000
H 1.68 6.15 -3.38 0.000
H 3.06 7.05 -0.81 0.000
H 3.75 6.91 -2.43 0.000
H 5.54 5.54 -1.37 0.000
H 4.62 1.44 -0.62 0.000
H -0.68 3.46 -2.06 0.000
Cl 3.59 -1.15 -2.79 0.015
C 3.57 -2.67 -1.99 0.004
C 2.33 -3.04 -1.44 -0.020
C 2.29 -4.33 -0.94 0.039
Cl 0.76 -4.92 -0.42 0.003
C 3.39 -5.19 -0.91 0.003
Cl 3.26 -6.79 -0.28 -0.001
C 4.61 -4.75 -1.42 0.010
Cl 5.99 -5.77 -1.39 0.001
C 4.69 -3.48 -1.99 0.003
Cl 6.17 -2.96 -2.69 0.000
C -1.73 -3.95 -3.58 0.004
C -0.30 -3.47 -3.91 -0.016
O 0.21 -3.70 -5.00 -0.031
N 0.28 -2.82 -2.92 0.015
Te -1.10 -2.46 0.32 -0.049
C -1.90 -3.07 2.30 0.133
C -3.26 -2.90 2.58 -0.009
C -4.21 -2.33 1.58 -0.010
C -3.76 -3.31 3.81 0.007
C -2.96 -3.90 4.77 -0.005
C -3.51 -4.34 6.09 0.000
C -1.62 -4.09 4.46 0.009
C -1.08 -3.69 3.24 -0.032
C 0.36 -3.99 2.97 0.008
C -1.82 -0.46 0.53 -0.031
C -2.78 0.06 -0.33 0.003
C -3.38 -0.74 -1.44 0.012
C -3.15 1.39 -0.21 -0.004
C -2.54 2.23 0.69 -0.001
C -2.95 3.67 0.80 0.000
C -1.54 1.72 1.51 0.000
C -1.18 0.38 1.44 0.005
C -0.06 -0.11 2.31 0.010
H -2.09 -4.57 -4.40 -0.002
H -2.37 -3.09 -3.46 -0.001
H -1.71 -4.52 -2.66 0.000
H -4.14 -2.89 0.65 -0.001
H -3.97 -1.29 1.38 0.002
H -5.23 -2.38 1.94 0.000
H -4.82 -3.18 4.02 0.001
H -4.58 -4.17 6.13 0.000
H -3.04 -3.79 6.90 0.000
H -3.32 -5.40 6.25 0.000
H -0.98 -4.58 5.18 -0.001
H 0.91 -4.15 3.89 0.000
H 0.83 -3.19 2.40 0.003
H 0.44 -4.90 2.37 -0.002
H -3.25 -1.82 -1.28 -0.002
H -2.84 -0.45 -2.35 0.000
H -4.43 -0.52 -1.59 -0.001
H -3.89 1.79 -0.89 0.000
H -3.47 4.00 -0.09 0.000
H -2.07 4.31 0.96 0.000
H -3.61 3.81 1.66 0.000
H -1.02 2.38 2.19 0.000
H 0.31 0.69 2.95 0.000
H 0.77 -0.45 1.68 0.001
H -0.39 -0.94 2.94 -0.001
```

6.
DFT (ωB97M-V/def2-TZVPD) results for a structure of composition C14H14BF9N6OPd.

* energy relative to the best compared isomer or geometry (same formula, charge and spin): 0.0 kJ/mol
* calculated total energy: -54325.7519 eV
* <S²>: 2.02
* Kohn-Sham gap (alpha / beta): 7.120 / 4.425 eV
* spin multiplicity: 3
* total charge: +2

XYZ file:
```
46
Properties=species:S:1:pos:R:3:mulliken_spin:R:1
C -2.57 -0.12 0.25 0.007
N -1.52 0.05 -0.55 0.033
N -1.71 -0.70 -1.69 0.009
C -2.94 -1.27 -1.63 0.003
C -3.50 -0.92 -0.41 0.006
B -0.57 -0.92 -2.75 -0.012
N -0.03 0.51 -3.08 0.008
N 0.28 1.46 -2.11 -0.002
C 0.85 2.50 -2.74 0.004
C 0.74 2.32 -4.12 0.004
C 0.16 1.06 -4.30 0.003
Pd 0.05 1.39 -0.04 0.026
N 0.48 -1.85 -2.08 0.095
N 0.99 -1.35 -0.90 0.243
C 1.76 -2.28 -0.38 0.075
C 1.83 -3.41 -1.23 0.311
C 0.98 -3.09 -2.31 0.266
H 2.24 -2.09 0.57 0.006
H 0.72 -3.64 -3.18 -0.003
H 2.40 -4.30 -1.06 -0.006
H -1.02 -1.45 -3.71 -0.001
H -0.16 0.56 -5.20 0.000
H -3.30 -1.84 -2.46 0.000
H 1.04 3.02 -4.88 0.000
H -4.45 -1.21 -0.01 0.000
H 1.33 3.29 -2.18 0.000
H -2.59 0.33 1.24 -0.001
H 2.00 1.25 0.26 -0.003
C 1.66 2.29 0.39 0.014
H 2.25 2.86 -0.32 0.001
H 0.61 2.79 0.24 -0.002
H 1.91 2.53 1.42 0.001
F -1.06 2.21 2.52 0.002
C -1.06 1.14 3.37 -0.007
F -0.94 1.62 4.62 0.002
F -2.29 0.56 3.28 0.004
C 0.06 0.14 2.95 -0.025
O 0.17 -0.02 1.64 0.733
C 1.38 0.63 3.71 0.107
F 1.34 0.39 5.05 0.020
F 2.48 0.02 3.21 0.008
F 1.55 1.97 3.55 0.014
C -0.30 -1.28 3.62 0.038
F -0.82 -1.15 4.87 0.012
F -1.22 -1.93 2.86 0.003
F 0.80 -2.08 3.69 0.004
```